# 1
A cluster of 11 separate species, C71H89IN12O7 in total. Source: the OMol25 dataset; level of theory: wB97M-V/def2-TZVPD.

Positions of all 180 atoms, in Å:
C: 1.7074 5.3966 -1.1649
C: 3.0454 5.3790 -0.2074
O: 3.9171 6.3951 -0.3433
O: 3.4009 4.3232 0.7559
C: 2.2371 3.8790 1.5452
C: 1.7023 2.3915 1.0904
C: 2.9494 1.3362 1.2608
C: 2.8820 0.2549 0.0105
C: 2.8157 -1.2378 0.6857
C: 2.0071 -2.3632 -0.1902
C: 2.6051 -3.0270 -1.6041
I: 4.5657 -2.2980 -2.2886
C: 1.7660 -4.1879 -2.4672
C: 2.3077 -4.8302 -3.8961
C: 1.3504 -4.1863 -5.1066
C: 1.6964 -2.6090 -5.4223
C: 0.3825 -1.6369 -5.0987
N: 0.7837 -0.1601 -4.9428
C: 0.2814 -4.7517 -1.9474
C: -0.6191 -5.8697 -2.7409
C: -0.7303 -7.2109 -1.7957
O: 0.3904 -7.5662 -1.1283
O: -1.9948 -7.9869 -1.6270
C: -0.2895 -4.0869 -0.5619
C: 0.5354 -2.9075 0.2848
C: -0.4147 -2.4788 1.5835
O: -0.0971 -1.6991 2.6484
N: -1.6837 -3.2335 1.2549
C: -3.0047 -2.6291 1.6754
C: -3.5813 -1.4554 0.6871
C: -3.6233 -1.8436 -0.9055
O: -4.9720 -1.1610 1.1657
C: -5.5506 -0.0289 0.4255
C: -6.7998 -0.6603 -0.4828
C: -7.3312 -0.0086 -1.9017
C: -8.5572 -0.6996 -2.8019
C: -9.2964 -2.0694 -2.2870
C: -8.7857 -2.7634 -0.8621
C: -7.5749 -2.0596 -0.0025
C: -1.7042 -4.3877 0.2773
O: -2.5759 -5.3926 0.1466
H: 0.7241 5.3278 -0.5262
H: 1.6948 6.4184 -1.7350
H: 1.7006 4.5054 -1.9237
H: 2.5755 3.8055 2.6708
H: 1.3061 4.6025 1.4808
H: 1.3263 2.3651 -0.0179
H: 0.8356 2.0150 1.8034
H: 4.0147 1.8440 1.2991
H: 2.8125 0.8194 2.3283
H: 1.9437 0.3803 -0.6805
H: 3.9128 0.3442 -0.5522
H: 2.4082 -1.2572 1.7953
H: 3.9451 -1.6160 0.7648
H: 3.3963 -4.4651 -4.1401
H: 2.1845 -6.0007 -3.8725
H: 0.2032 -4.2382 -4.8538
H: 1.4833 -4.7982 -6.1211
H: 1.8753 -2.5179 -6.5924
H: 2.6597 -2.2097 -4.8591
H: -0.4173 -1.6618 -5.9575
H: -0.1732 -1.9272 -4.1059
H: -0.0282 0.3905 -4.5645
H: 1.5612 -0.0989 -4.2358
H: -1.7059 -5.3912 -2.8628
H: -0.1772 -6.1304 -3.8066
H: -2.1495 -8.0177 -0.6354
H: -3.7851 -3.4983 1.8966
H: -2.8168 -2.1127 2.7351
H: -3.0067 -0.4146 0.7889
H: -3.8976 -0.9513 -1.6242
H: -4.3390 -2.7751 -1.0120
H: -2.5547 -2.2264 -1.2745
H: -4.7880 0.5942 -0.2074
H: -6.0651 0.7074 1.2043
H: -6.8632 0.9654 -2.3508
H: -8.9203 -0.2471 -3.8403
H: -10.1574 -2.6260 -2.8965
H: -9.2812 -3.7643 -0.4550
H: -7.2046 -2.5731 0.9841
C: 5.2840 2.6453 3.8748
C: 4.6984 2.5082 5.1560
C: 5.2821 1.4168 5.7595
N: 6.1959 0.8879 4.8854
C: 6.2079 1.6338 3.7356
H: 5.0573 3.4012 3.1341
H: 3.9337 3.1381 5.5918
H: 5.1249 0.9717 6.7329
H: 6.7719 0.0750 5.0618
H: 6.8700 1.3806 2.9184
C: 9.4840 4.3787 1.7081
C: 8.8984 4.2415 2.9893
C: 9.4821 3.1501 3.5928
N: 10.3959 2.6212 2.7188
C: 10.4079 3.3671 1.5690
H: 9.2573 5.1345 0.9674
H: 8.1337 4.8714 3.4251
H: 9.3249 2.7051 4.5662
H: 10.9719 1.8083 2.8951
H: 11.0700 3.1140 0.7517
C: 9.3378 0.8597 -3.2513
C: 7.9542 0.9795 -2.9786
C: 7.8213 1.8064 -1.8856
N: 9.0765 2.1857 -1.4864
C: 10.0073 1.6177 -2.3168
H: 9.7964 0.2837 -4.0446
H: 7.1421 0.5134 -3.5214
H: 6.9435 2.1552 -1.3583
H: 9.2833 2.7909 -0.7024
H: 11.0637 1.7998 -2.1710
C: 14.8346 3.3443 5.0160
C: 14.0793 3.6304 6.1783
C: 12.7488 3.5298 5.8385
N: 12.6748 3.1978 4.5107
C: 13.9418 3.0771 4.0022
H: 15.9132 3.3331 4.9282
H: 14.4646 3.8820 7.1580
H: 11.8508 3.6671 6.4259
H: 11.8190 3.0621 3.9883
H: 14.0993 2.8137 2.9649
C: -2.2160 5.8932 -4.6591
C: -2.8016 5.7561 -3.3779
C: -2.2179 4.6647 -2.7745
N: -1.3041 4.1358 -3.6485
C: -1.2921 4.8817 -4.7983
H: -2.4427 6.6490 -5.3998
H: -3.5663 6.3860 -2.9421
H: -2.3751 4.2196 -1.8011
H: -0.7281 3.3229 -3.4721
H: -0.6300 4.6285 -5.6155
C: -12.6826 0.7136 0.9260
C: -13.4493 1.0584 -0.2127
C: -12.8415 0.4834 -1.3063
N: -11.7324 -0.1923 -0.8679
C: -11.6305 -0.0621 0.4927
H: -12.8775 0.9992 1.9515
H: -14.3483 1.6607 -0.2327
H: -13.1019 0.4982 -2.3562
H: -11.0903 -0.7072 -1.4563
H: -10.8195 -0.5299 1.0344
C: 1.6379 5.1814 6.4474
C: 1.3832 6.0116 5.3297
C: 0.2728 5.5087 4.6893
N: -0.1485 4.4015 5.3787
C: 0.6746 4.1975 6.4555
H: 2.4369 5.2904 7.1692
H: 1.9485 6.8829 5.0251
H: -0.2514 5.8423 3.8037
H: -0.9430 3.8258 5.1320
H: 0.5058 3.3709 7.1326
C: -11.3531 -6.6482 -4.4033
C: -12.7367 -6.5284 -4.1306
C: -12.8696 -5.7016 -3.0376
N: -11.6144 -5.3222 -2.6385
C: -10.6836 -5.8902 -3.4688
H: -10.8945 -7.2242 -5.1966
H: -13.5488 -6.9945 -4.6735
H: -13.7474 -5.3527 -2.5104
H: -11.4076 -4.7170 -1.8545
H: -9.6273 -5.7082 -3.3230
C: 6.4114 5.7519 9.8129
C: 6.2206 4.6618 8.9306
C: 5.5324 5.1352 7.8360
N: 5.2973 6.4716 8.0290
C: 5.8345 6.8578 9.2294
H: 6.9164 5.7328 10.7700
H: 6.5502 3.6414 9.0777
H: 5.1898 4.6365 6.9392
H: 4.8052 7.0781 7.3858
H: 5.7591 7.8833 9.5654
C: -11.3158 -10.8853 -7.1644
C: -11.7862 -10.1984 -8.3090
C: -11.0991 -9.0075 -8.3843
N: -10.2340 -8.9498 -7.3227
C: -10.3552 -10.0930 -6.5764
H: -11.6415 -11.8540 -6.8082
H: -12.5441 -10.5364 -9.0038
H: -11.1525 -8.1979 -9.0999
H: -9.6042 -8.1838 -7.1221
H: -9.7504 -10.2436 -5.6923

## Properties
LUMO, eV: -1.93
Strongest force on any atom, eV/Å: 9.1
Multiplicity: 1
SMILES: CC(=O)OCCCCCc1c(I)c(CCCCN)c(CC(=O)O)c2c1C(=O)N(C[C@@H](C)OCc1ccccc1)C2=O.c1cc[nH]c1.c1cc[nH]c1.c1cc[nH]c1.c1cc[nH]c1.c1cc[nH]c1.c1cc[nH]c1.c1cc[nH]c1.c1cc[nH]c1.c1cc[nH]c1.c1cc[nH]c1
Frontier orbital gap, eV: 6.20


# 2
A cluster of 17 separate species, C72H130N2O34 in total. Source: the OMol25 dataset; level of theory: wB97M-V/def2-TZVPD.

Positions of all 238 atoms, in Å:
O: -1.7581 8.7830 1.3673
C: -0.6047 8.4473 1.1315
O: 0.4880 9.1803 1.2161
C: 0.4351 10.5846 1.5677
C: 1.5654 11.1612 0.6866
C: -0.3288 7.1243 0.5316
H: 0.5073 10.6272 2.6545
H: -0.4895 10.9925 1.1592
H: 2.4238 10.6239 1.0897
H: 1.7822 12.2224 0.8090
H: 1.4342 10.9547 -0.3756
H: 0.6889 7.0444 0.1493
H: -1.0175 7.0809 -0.3121
H: -0.6332 6.3940 1.2813
O: -2.1159 4.1771 0.7344
C: -3.2063 4.1902 1.3076
O: -4.3394 3.6204 0.8718
C: -4.3817 2.8656 -0.3936
C: -5.7241 3.0250 -1.1061
C: -3.3983 4.8801 2.6483
H: -4.0771 1.8371 -0.1998
H: -3.6311 3.3148 -1.0440
H: -6.0081 4.0724 -1.2086
H: -6.5506 2.7210 -0.4638
H: -5.8368 2.5691 -2.0897
H: -2.6725 5.6652 2.8603
H: -3.4174 4.1628 3.4688
H: -4.3386 5.4307 2.6775
O: 0.8785 -2.5193 -5.3738
C: 0.7226 -2.3807 -4.1657
O: 0.0311 -1.4869 -3.5740
C: -0.5219 -0.4124 -4.3406
C: -1.6965 0.1687 -3.5126
C: 1.4496 -3.1886 -3.1568
H: -0.7925 -0.7534 -5.3398
H: 0.2625 0.3364 -4.4515
H: -2.2506 0.9339 -4.0562
H: -1.2949 0.7516 -2.6837
H: -2.3823 -0.5787 -3.1137
H: 0.9473 -3.2039 -2.1895
H: 2.4508 -2.7683 -3.0617
H: 1.6105 -4.1722 -3.5983
O: -5.9305 -0.3762 0.5381
C: -5.9039 -0.7384 -0.6535
O: -6.9478 -0.8270 -1.4981
C: -8.2768 -0.7882 -0.9840
C: -8.7260 0.6490 -0.6653
C: -4.5984 -0.9195 -1.4003
H: -8.3603 -1.3899 -0.0789
H: -8.9024 -1.1408 -1.8040
H: -8.0150 1.0619 0.0503
H: -9.6968 0.6693 -0.1702
H: -8.7950 1.2290 -1.5856
H: -4.7253 -0.5565 -2.4202
H: -4.5667 -2.0075 -1.4573
H: -3.6625 -0.6222 -0.9272
O: -1.2368 5.1425 -6.6567
C: -1.3139 3.9733 -6.2329
O: -1.0110 3.5760 -4.9607
C: -0.4243 4.3934 -4.0297
C: -0.0321 3.6282 -2.8209
C: -1.9685 2.8424 -6.9502
H: -1.0917 5.2054 -3.7412
H: 0.4456 4.9062 -4.4402
H: 0.7329 2.8805 -3.0305
H: -0.8722 3.0654 -2.4139
H: 0.2705 4.3192 -2.0341
H: -1.4833 2.7682 -7.9234
H: -3.0080 3.1382 -7.0917
H: -1.8646 1.8853 -6.4390
O: -3.0433 -4.1130 8.0982
C: -3.5872 -3.5907 7.1200
O: -2.9307 -3.0782 6.0970
C: -1.5480 -2.8682 6.2332
C: -1.1648 -2.3344 4.8004
C: -5.0686 -3.5842 6.9366
H: -1.0468 -3.8264 6.3700
H: -1.3049 -2.1522 7.0183
H: -1.4407 -1.2975 4.6088
H: -1.5627 -2.8902 3.9514
H: -0.0888 -2.4191 4.6482
H: -5.4251 -2.5646 7.0833
H: -5.3899 -4.2903 7.7023
H: -5.2427 -3.9476 5.9238
O: 1.8531 2.7150 -0.2127
C: 2.6880 2.7246 0.6540
O: 2.5010 3.3979 1.7800
C: 1.2952 4.1200 1.9701
C: 1.3482 4.7842 3.3429
C: 4.1085 2.1229 0.5417
H: 0.4693 3.4377 1.7689
H: 1.2209 4.8886 1.2008
H: 1.2245 4.1160 4.1951
H: 0.4827 5.4425 3.4173
H: 2.3459 5.1928 3.5033
H: 4.1185 1.0761 0.2380
H: 4.5348 2.2332 1.5388
H: 4.6589 2.6764 -0.2190
O: -1.4293 -0.6624 0.5662
C: -0.6178 -0.0349 1.2046
O: 0.5942 -0.4006 1.4120
C: 1.2401 -1.4759 0.7580
C: 1.6785 -0.9860 -0.6482
C: -1.0843 1.3055 1.7922
H: 0.6752 -2.4062 0.8171
H: 2.0630 -1.7304 1.4260
H: 2.2645 -1.7738 -1.1215
H: 2.2884 -0.0829 -0.6221
H: 0.8289 -0.8252 -1.3118
H: -2.1335 1.1325 2.0314
H: -0.8542 2.1436 1.1344
H: -0.6661 1.4207 2.7923
O: 8.0443 3.7310 -3.5241
C: 7.4151 4.6203 -4.1290
O: 6.1357 4.9449 -3.9230
C: 5.3866 4.2842 -2.8761
C: 3.9465 4.8033 -2.9731
C: 7.9480 5.3662 -5.3353
H: 5.8711 4.4669 -1.9170
H: 5.4007 3.2131 -3.0781
H: 3.8232 5.8320 -2.6346
H: 3.2637 4.1532 -2.4261
H: 3.5870 4.8015 -4.0021
H: 8.1541 6.4092 -5.0951
H: 7.2925 5.2043 -6.1910
H: 8.9101 4.9655 -5.6544
O: 1.2096 -4.7106 3.8145
C: 1.9929 -5.0289 4.7359
O: 2.7773 -6.1387 4.8238
C: 2.8257 -7.0845 3.7350
C: 3.8578 -6.6471 2.7186
C: 2.1280 -4.1865 5.9675
H: 1.8334 -7.0771 3.2840
H: 2.9423 -8.1161 4.0674
H: 3.9446 -7.3921 1.9277
H: 4.8361 -6.6613 3.1989
H: 3.7784 -5.6030 2.4159
H: 2.7366 -3.3025 5.7770
H: 2.5040 -4.6632 6.8727
H: 1.1587 -3.7800 6.2563
O: -5.3974 -2.8467 3.1907
C: -4.4222 -2.1802 2.8591
O: -3.8904 -1.1030 3.4799
C: -4.4617 -0.5912 4.6766
C: -5.4244 0.5005 4.1489
C: -3.5848 -2.5595 1.6711
H: -3.6931 -0.0632 5.2410
H: -4.9998 -1.2885 5.3188
H: -6.0424 0.9671 4.9161
H: -6.0788 0.1473 3.3520
H: -4.8729 1.3228 3.6932
H: -3.7926 -3.5185 1.1965
H: -2.5621 -2.5367 2.0477
H: -3.7419 -1.9484 0.7823
O: 2.5194 -1.0033 -9.6529
C: 3.6507 -1.4815 -9.8938
O: 4.4685 -2.2671 -9.1737
C: 4.0863 -2.6924 -7.8222
C: 4.1502 -1.5055 -6.8571
C: 4.3286 -1.3166 -11.2768
H: 4.6764 -3.5607 -7.5289
H: 3.0669 -3.0755 -7.8688
H: 3.6594 -1.7454 -5.9139
H: 3.8873 -0.5205 -7.2428
H: 5.1406 -1.2887 -6.4569
H: 5.3464 -0.9637 -11.1102
H: 3.7232 -0.7339 -11.9711
H: 4.5389 -2.2662 -11.7690
O: -4.1179 -7.3682 -0.9652
C: -4.2674 -6.7892 -2.0410
O: -3.8282 -5.5156 -2.3291
C: -3.0414 -4.8163 -1.3989
C: -2.2371 -3.7333 -2.1708
C: -5.0625 -7.4134 -3.1701
H: -2.4025 -5.4826 -0.8192
H: -3.7438 -4.3119 -0.7354
H: -2.0407 -2.9411 -1.4483
H: -2.7484 -3.3186 -3.0395
H: -1.3051 -4.1972 -2.4937
H: -5.5895 -8.3387 -2.9373
H: -4.4690 -7.6023 -4.0646
H: -5.8485 -6.7567 -3.5428
O: 5.1680 1.0160 -3.6601
C: 4.0861 0.4510 -3.5582
O: 3.8805 -0.7452 -2.9969
C: 4.8997 -1.3472 -2.1418
C: 5.8235 -2.2378 -2.9993
C: 2.8026 0.9487 -4.1821
H: 4.4988 -1.9933 -1.3609
H: 5.4708 -0.5526 -1.6616
H: 6.6755 -2.5539 -2.3974
H: 6.1692 -1.6010 -3.8136
H: 5.3306 -3.1035 -3.4416
H: 1.9105 1.0636 -3.5664
H: 2.5395 0.3259 -5.0371
H: 3.0098 1.9041 -4.6642
O: 2.1409 -0.8685 5.5032
C: 2.8028 -0.2131 4.6611
O: 3.7404 -0.6644 3.7836
C: 3.8740 -2.0632 3.4843
C: 5.0028 -2.2499 2.4571
C: 2.9347 1.2888 4.8292
H: 2.9435 -2.5637 3.2165
H: 4.1164 -2.6016 4.4005
H: 4.9827 -3.2574 2.0416
H: 5.9631 -2.1225 2.9566
H: 4.8035 -1.4335 1.7629
H: 3.9707 1.6097 4.9380
H: 2.3650 1.6366 5.6909
H: 2.5058 1.8095 3.9730
C: -4.4704 0.4868 8.0731
C: -3.1097 0.1525 8.0057
C: -2.2542 0.9210 7.1364
C: -2.7159 2.0640 6.5346
C: -4.0524 2.4761 6.7460
C: -4.9170 1.6979 7.5101
N: -1.7724 2.9016 5.7174
O: -0.8780 2.4069 5.0855
O: -1.9948 4.1098 5.7884
H: -5.1167 -0.1558 8.6526
H: -2.6468 -0.7199 8.4428
H: -1.2405 0.5731 7.0027
H: -4.3685 3.3214 6.1527
H: -5.9824 1.8515 7.5988
C: 0.3700 -6.4447 -0.5032
C: 0.8648 -5.3918 0.2821
C: 2.1891 -4.9228 0.0837
C: 3.0473 -5.5371 -0.8833
C: 2.5445 -6.6296 -1.5833
C: 1.2265 -7.1086 -1.4411
N: 4.4273 -5.0474 -1.0940
O: 4.8529 -4.2733 -0.2675
O: 5.1284 -5.6064 -1.9402
H: -0.6625 -6.7290 -0.3635
H: 0.1741 -4.8832 0.9383
H: 2.5347 -4.0508 0.6191
H: 3.1353 -7.1124 -2.3477
H: 0.8984 -7.9717 -2.0013

## Properties
LUMO, eV: -1.09
Strongest force on any atom, eV/Å: 4.0
Multiplicity: 1
Frontier orbital gap, eV: 8.85